*one*
Below is 10 unconnected molecules or ions with the total composition C32H56Cl3F12N5O13, with properties calculated with the ωB97M-V functional and the def2-TZVPD basis.

Results
HOMO energy, eV: -9.3
Gap between HOMO and LUMO, Eh: 0.3452
SMILES: CCOC(=O)C(F)(F)F.CCOC(=O)C(F)(F)F.CCOC(=O)C(F)(F)F.CCOC(=O)C(F)(F)F.ClC(Cl)Cl.CN(C)C=O.CN(C)C=O.CN(C)C=O.CN(C)C=O.CN(C)C=O
E_LUMO, hartree: 0.004

ORCA input file:
```
! wB97M-V def2-TZVPD RIJCOSX def2/J DEFGRID3
* xyz 0 1
C -4.7728 -0.3321 -3.7946
C -4.4270 -0.0842 -5.2872
O -4.2484 1.3321 -5.3535
C -4.4524 1.9264 -6.5230
O -4.6373 1.3392 -7.5657
C -4.2493 3.4336 -6.4773
F -3.1179 3.7521 -7.0635
F -5.2393 4.0583 -7.1249
F -4.2216 3.7718 -5.2168
H -5.1276 -1.3429 -3.5930
H -5.5382 0.3843 -3.4964
H -3.7908 -0.2761 -3.3247
H -5.2338 -0.4171 -5.9401
H -3.4802 -0.5268 -5.5968
C 6.3725 -3.8160 -6.8016
C 7.5755 -3.2645 -6.0076
O 8.8187 -3.9556 -6.3926
C 9.9204 -3.7485 -5.6256
O 9.9879 -3.0913 -4.5682
C 11.1148 -4.4794 -6.2820
F 10.7031 -5.3420 -7.2200
F 11.8905 -3.5861 -6.9369
F 11.8627 -5.0701 -5.3501
H 5.4828 -3.1870 -6.7729
H 6.1884 -4.7711 -6.3098
H 6.7601 -3.9303 -7.8140
H 7.3988 -3.4908 -4.9561
H 7.6735 -2.1789 -6.0075
C 0.6432 0.2153 9.1591
C 1.3712 1.4800 8.9646
O 0.4726 2.5157 8.5892
C 0.8677 3.7779 8.6162
O 1.9446 4.2001 8.9969
C -0.1850 4.7675 8.0336
F -0.8183 5.3716 9.0691
F 0.3705 5.6418 7.2559
F -1.1049 4.0737 7.3411
H -0.1290 0.0043 8.4194
H 0.1735 0.1980 10.1426
H 1.3835 -0.5841 9.1281
H 2.2653 1.4883 8.3411
H 1.6256 1.7197 9.9970
C -8.0496 3.3817 3.0994
C -8.9293 2.1323 3.0047
O -10.0207 2.0698 3.8949
C -11.2648 2.3495 3.4512
O -11.5497 2.5899 2.2536
C -12.3679 2.2961 4.5142
F -11.9901 1.4990 5.4970
F -12.5985 3.4982 5.0242
F -13.4604 1.7800 3.9239
H -7.5055 3.4591 4.0408
H -8.5397 4.3513 3.0110
H -7.2667 3.2322 2.3559
H -8.2996 1.3146 3.3554
H -9.2309 1.9364 1.9758
Cl 7.0572 -5.5505 1.0544
C 7.6225 -5.2099 2.6966
Cl 9.1718 -6.0753 2.9721
Cl 6.4237 -5.6238 3.9047
H 7.8409 -4.1450 2.7756
C 3.2372 10.1776 -1.9602
N 2.0931 10.1362 -1.0295
C 1.6445 11.2757 -0.2091
C 1.3008 9.0174 -0.9953
O 1.4879 8.0234 -1.7001
H 2.9496 10.7115 -2.8659
H 3.6403 9.2055 -2.2441
H 4.0365 10.6684 -1.4049
H 2.4805 11.5366 0.4400
H 1.3427 12.1500 -0.7858
H 0.8628 10.9247 0.4646
H 0.4725 9.0304 -0.2701
C 4.0796 4.0685 -7.5310
N 3.6526 3.1154 -8.5093
C 4.5156 3.0063 -9.7361
C 2.6444 2.3169 -8.3001
O 2.1669 1.4993 -9.0854
H 4.7768 4.7841 -7.9666
H 4.6252 3.4862 -6.7884
H 3.2832 4.6484 -7.0645
H 4.2259 2.1707 -10.3733
H 4.5087 3.9091 -10.3468
H 5.5076 2.7879 -9.3407
H 2.2295 2.5113 -7.2989
C 0.5278 1.1591 1.7696
N 1.2107 0.1952 1.0224
C 1.0554 -1.1736 1.4588
C 1.7558 0.5348 -0.1997
O 2.2186 -0.2723 -1.0257
H 0.3013 2.1136 1.2944
H 1.1171 1.3205 2.6723
H -0.4549 0.7842 2.0556
H 0.1010 -1.5481 1.0886
H 1.8739 -1.8434 1.1952
H 1.0406 -1.2000 2.5484
H 1.7106 1.6172 -0.3963
C 0.3970 -8.4672 0.1135
N -0.3273 -7.7536 -0.9297
C 0.5312 -7.3792 -2.0803
C -1.6764 -7.5075 -0.9121
O -2.3337 -7.6232 0.0995
H 1.1090 -7.8385 0.6483
H 0.9036 -9.3005 -0.3735
H -0.3254 -8.7715 0.8708
H 1.4520 -6.9073 -1.7373
H 0.7848 -8.3546 -2.4956
H 0.0044 -6.7775 -2.8209
H -2.0358 -7.0892 -1.8650
C -3.4035 -7.5751 7.4350
N -3.9507 -6.2362 7.4846
C -4.6506 -5.8732 8.6937
C -3.8832 -5.4107 6.4389
O -4.4278 -4.3101 6.4036
H -3.0343 -7.8555 6.4485
H -4.1927 -8.2550 7.7561
H -2.5900 -7.5924 8.1602
H -5.2899 -6.7063 8.9857
H -3.9228 -5.6668 9.4784
H -5.2342 -4.9742 8.4953
H -3.2623 -5.8854 5.6634
*
```

*two*
Below is 10 unconnected molecules or ions with the total composition C32H56Cl3F12N5O13, with properties calculated with the ωB97M-V functional and the def2-TZVPD basis.

Results
HOMO energy, eV: -9.0
Gap between HOMO and LUMO, Eh: 0.3364
SMILES: CCOC(=O)C(F)(F)F.CCOC(=O)C(F)(F)F.CCOC(=O)C(F)(F)F.CCOC(=O)C(F)(F)F.ClC(Cl)Cl.CN(C)C=O.CN(C)C=O.CN(C)C=O.CN(C)C=O.CN(C)C=O
E_LUMO, hartree: 0.005

ORCA input file:
```
! wB97M-V def2-TZVPD RIJCOSX def2/J DEFGRID3
* xyz 0 1
C -7.2199 1.6927 -3.8269
C -6.9003 1.7613 -2.3160
O -8.0925 2.1019 -1.6941
C -8.8970 1.1703 -0.9945
O -8.5513 -0.0220 -0.8204
C -10.1906 1.6877 -0.3879
F -10.1207 1.7442 0.9328
F -10.5033 2.9701 -0.8760
F -11.0579 0.7846 -0.7283
H -6.3789 2.0651 -4.4118
H -8.0851 2.2277 -4.2182
H -7.1421 0.6647 -4.1809
H -6.2205 2.6007 -2.1697
H -6.5333 0.8642 -1.8173
C 6.8259 -2.7220 -7.8720
C 7.7382 -1.5210 -7.9393
O 7.0896 -0.4577 -8.6374
C 6.4807 0.5569 -7.8770
O 6.0302 0.4708 -6.7003
C 6.1453 1.8181 -8.6867
F 7.0678 2.7553 -8.4622
F 5.9757 1.6120 -10.0303
F 4.9420 2.1745 -8.2365
H 6.5540 -3.1348 -8.8434
H 5.9290 -2.4221 -7.3299
H 7.3184 -3.5317 -7.3335
H 8.6602 -1.8364 -8.4277
H 8.1170 -1.2336 -6.9585
C 7.4818 3.5442 -0.6029
C 8.6678 2.9980 0.1913
O 8.9953 1.7316 -0.2991
C 10.2223 1.4384 -0.9167
O 11.0511 2.3066 -1.1041
C 10.4605 -0.1529 -1.1560
F 9.3492 -0.7505 -1.2610
F 11.1243 -0.4123 -2.2870
F 11.2532 -0.6093 -0.1568
H 7.2101 4.4759 -0.1068
H 6.5857 2.9509 -0.7846
H 7.8155 3.8993 -1.5779
H 8.5333 2.8737 1.2658
H 9.5162 3.6801 0.1367
C 3.3579 -2.9838 -13.1632
C 2.5967 -1.9000 -12.2883
O 2.1539 -2.5525 -11.1878
C 1.5480 -1.8581 -10.2215
O 1.3911 -0.6036 -10.2250
C 0.7182 -2.7251 -9.3169
F 0.7882 -4.0167 -9.6130
F 1.0820 -2.5274 -8.1043
F -0.5680 -2.4035 -9.3042
H 4.0958 -3.5262 -12.5721
H 3.9734 -2.5443 -13.9482
H 2.7391 -3.8019 -13.5320
H 1.8653 -1.3330 -12.8641
H 3.3209 -1.1331 -12.0134
Cl -3.3858 -7.1977 0.1498
C -4.0616 -7.4927 -1.4925
Cl -5.7246 -6.8300 -1.6899
Cl -4.1501 -9.2708 -1.7684
H -3.4140 -7.0579 -2.2539
C -4.6096 7.3734 4.9250
N -4.8019 5.9922 4.5783
C -6.1152 5.4030 4.8283
C -3.9173 5.4025 3.7589
O -4.1048 4.3486 3.1431
H -4.4669 7.6122 5.9789
H -5.4285 7.9247 4.4628
H -3.7281 7.8583 4.5056
H -6.2526 4.3417 4.6213
H -6.1773 5.4813 5.9137
H -7.0028 5.9566 4.5221
H -2.9651 5.9543 3.7291
C -8.2052 -2.4755 5.7557
N -7.1271 -1.5553 6.1375
C -6.0533 -1.3629 5.1264
C -7.1278 -1.0057 7.3743
O -6.2405 -0.2858 7.7469
H -8.9900 -1.9423 5.2192
H -8.6878 -2.8939 6.6390
H -7.9192 -3.4325 5.3193
H -5.8548 -2.3173 4.6388
H -6.3332 -0.7130 4.2973
H -5.1529 -0.8438 5.4548
H -8.0148 -1.1308 8.0144
C 0.2272 -0.8986 -0.0430
N 1.3814 -1.3121 0.6986
C 2.7940 -0.8679 0.3813
C 1.1496 -1.9220 1.8425
O 2.0288 -2.1968 2.7040
H 0.3321 -0.9465 -1.1269
H 0.0297 0.1630 0.1055
H -0.6871 -1.4549 0.1636
H 2.9848 -0.5233 -0.6350
H 3.1241 0.0134 0.9312
H 3.4675 -1.7052 0.5641
H 0.0921 -2.1306 2.0668
C -0.4110 -6.3242 7.5116
N -1.2041 -5.3731 8.2765
C -2.6065 -5.6882 8.3585
C -0.7186 -4.2326 8.8755
O -1.3295 -3.4256 9.5644
H 0.6317 -6.0132 7.5760
H -0.7015 -6.3726 6.4621
H -0.4581 -7.3793 7.7813
H -2.8270 -6.6536 8.8141
H -3.2153 -5.0167 8.9639
H -2.8718 -5.5378 7.3120
H 0.3269 -4.0880 8.5619
C 3.2800 4.6124 5.9137
N 2.1191 4.4890 6.8406
C 2.0514 5.4949 7.8846
C 1.4742 3.2994 6.8129
O 0.5786 3.0204 7.5810
H 3.1549 5.5516 5.3750
H 3.4876 3.9232 5.0951
H 4.1155 4.8386 6.5762
H 1.0213 5.8249 8.0189
H 2.3883 5.0908 8.8392
H 2.7163 6.3161 7.6171
H 1.7763 2.6780 5.9557
*
```

The structure with the least stability is *two*.

*one*
Below is a gas-phase ion, C11H14N (charge +1), with properties calculated with the ωB97M-V functional and the def2-TZVPD basis.

Results
HOMO energy, eV: -12.9
Gap between HOMO and LUMO, Eh: 0.3073
SMILES: C[C@@H]1Cc2ccccc2C=[N+]1C
E_LUMO, hartree: -0.166

ORCA input file:
```
! wB97M-V def2-TZVPD RIJCOSX def2/J DEFGRID3
* xyz 1 1
C -0.2430 -1.7321 -2.2635
C 0.5499 -1.1542 -1.0813
C -0.2177 -1.6145 0.3942
C -0.4153 -0.3405 1.3454
C -0.8983 -0.4679 2.6944
C -0.9027 0.6977 3.3940
C -0.8865 1.8951 2.7420
C -0.5061 2.0816 1.4083
C -0.4818 0.9243 0.6360
C 0.1977 1.1636 -0.5595
N 0.6294 0.2175 -1.3242
C 1.5781 0.5845 -2.4440
H -0.5445 -2.7736 -2.1097
H -1.0942 -1.0693 -2.6463
H 0.2503 -1.8466 -3.1958
H 1.5340 -1.4657 -0.7199
H 0.6368 -2.1964 0.5513
H -1.1698 -2.2178 0.5334
H -1.0300 -1.3522 3.1915
H -1.0673 0.8138 4.3913
H -0.9030 2.8330 3.3371
H -0.3619 3.0136 0.8814
H 0.1357 2.0974 -0.9435
H 1.1662 0.0254 -3.3641
H 1.4632 1.5838 -2.6198
H 2.5810 0.2995 -2.2289
*
```

*two*
Below is a gas-phase ion, C11H14N (charge +1), with properties calculated with the ωB97M-V functional and the def2-TZVPD basis.

Results
HOMO energy, eV: -14.1
Gap between HOMO and LUMO, Eh: 0.3633
SMILES: C#CC[n+]1ccccc1CCC
E_LUMO, hartree: -0.156

ORCA input file:
```
! wB97M-V def2-TZVPD RIJCOSX def2/J DEFGRID3
* xyz 1 1
C 1.9677 1.9716 1.8048
C 0.9295 1.9021 1.2135
C -0.3290 1.8310 0.4869
N -0.8932 0.4540 0.5593
C -1.4927 0.1164 1.7212
C -2.0816 -1.1066 1.8883
C -2.0613 -2.0026 0.8251
C -1.4375 -1.6334 -0.3474
C -0.8275 -0.3942 -0.4864
C -0.1654 -0.0221 -1.7835
C 1.3340 0.3052 -1.7173
C 2.1673 -0.7259 -0.9204
H 2.8498 1.8816 2.3978
H -0.2203 2.1287 -0.5514
H -1.0580 2.4942 0.9532
H -1.4899 0.8486 2.5159
H -2.5598 -1.3448 2.8267
H -2.5321 -2.9715 0.9221
H -1.4212 -2.3266 -1.1761
H -0.2870 -0.8765 -2.4453
H -0.7223 0.8113 -2.2241
H 1.5322 1.3075 -1.3395
H 1.6863 0.3081 -2.7481
H 1.5680 -1.5377 -0.5092
H 2.7185 -0.2304 -0.1241
H 2.9202 -1.1711 -1.5692
*
```

The structure with the least stability is *one*.

*one*
Below is a single C2H5ClN2O molecule, with properties calculated with the ωB97M-V functional and the def2-TZVPD basis.

Results
HOMO energy, eV: -9.9
Gap between HOMO and LUMO, Eh: 0.3868
SMILES: [H]/N=C(/CCl)NO
E_LUMO, hartree: 0.022

ORCA input file:
```
! wB97M-V def2-TZVPD RIJCOSX def2/J DEFGRID3
* xyz 0 1
H 1.0755 -0.6566 1.7005
N 0.0657 -0.8057 1.3736
C -0.1403 -0.0430 0.3644
C -1.4913 -0.1259 -0.2526
Cl -1.2965 -0.0696 -2.0627
N 0.7617 0.8427 -0.1979
O 2.1163 0.7018 0.1357
H -2.0787 0.8134 0.0854
H -2.0317 -1.0888 -0.1098
H 0.8050 0.8661 -1.2226
H 2.2142 -0.4345 0.1860
*
```

*two*
Below is 2 unconnected molecules or ions with the total composition C2H5ClN2O, with properties calculated with the ωB97M-V functional and the def2-TZVPD basis.

Results
HOMO energy, eV: -9.0
Gap between HOMO and LUMO, Eh: 0.3485
E_LUMO, hartree: 0.018

ORCA input file:
```
! wB97M-V def2-TZVPD RIJCOSX def2/J DEFGRID3
* xyz 0 1
C -2.3195 -0.1236 -0.3527
C 1.1333 0.1236 0.1531
N -1.5539 -0.9409 0.5145
N -1.2100 0.4718 0.4201
O -0.0908 0.8213 -0.2048
Cl -3.9626 0.3246 -0.0220
H -2.2105 -0.2043 -1.9890
H 1.4706 -0.4010 -0.7447
H 0.7446 -0.5517 0.9214
H 1.9708 0.7630 0.4146
H -2.0858 -1.3037 1.3134
*
```

The structure with the least stability is *two*.

*one*
Below is 2 unconnected molecules or ions with the total composition C3H8NO2S, with properties calculated with the ωB97M-V functional and the def2-TZVPD basis.

Results
HOMO energy, eV: -2.8
Gap between HOMO and LUMO, Eh: 0.2386
E_LUMO, hartree: 0.135

ORCA input file:
```
! wB97M-V def2-TZVPD RIJCOSX def2/J DEFGRID3
* xyz -1 1
O 2.1787 -1.3826 -0.7747
C 1.7900 -0.4429 -0.1027
N 0.6497 0.2799 -0.2769
C 0.1570 1.1593 0.7482
C -1.2657 0.8358 1.2030
S -2.5805 1.6671 0.2004
H 2.4931 0.0938 0.5466
H -0.0216 -0.1807 -0.8882
H 0.2063 2.1781 0.3100
H 0.7753 1.3516 1.7098
H -1.4501 1.3667 2.1844
H -1.3449 -0.2764 1.3760
H -1.2177 -2.1974 -1.7267
H 0.1410 -1.8687 -2.2489
O -0.5105 -2.5836 -2.2604
*
```

*two*
Below is 2 unconnected molecules or ions with the total composition C3H8NO2S, with properties calculated with the ωB97M-V functional and the def2-TZVPD basis.

Results
HOMO energy, eV: -3.4
Gap between HOMO and LUMO, Eh: 0.2693
E_LUMO, hartree: 0.146

ORCA input file:
```
! wB97M-V def2-TZVPD RIJCOSX def2/J DEFGRID3
* xyz -1 1
N -2.4022 -0.8550 -0.1478
C -1.3808 -1.6610 0.3009
O -0.8706 -1.2461 1.4782
O -0.9222 -2.5983 -0.3109
H -2.8509 -1.1535 -0.9990
H -2.3177 0.1225 0.0892
H -0.5836 -0.2474 1.4656
C 1.6884 0.2576 -0.5110
C 1.3072 1.6623 -0.0571
S -0.2661 1.6649 0.8783
H 0.8811 -0.2119 -1.0726
H 1.8384 -0.3395 0.3880
H 2.5967 0.2241 -1.1165
H 1.1702 2.3090 -0.9332
H 2.1120 2.0724 0.5480
*
```

The structure with the least stability is *one*.

*one*
Below is 2 unconnected molecules or ions with the total composition C4H11N2O, with properties calculated with the ωB97M-V functional and the def2-TZVPD basis.

Results
HOMO energy (alpha / beta), eV: -18.5 / -18.4
Gap between HOMO and LUMO (alpha / beta), Eh: 0.3529 / 0.1586
E_LUMO (alpha / beta), hartree: -0.325 / -0.519
⟨S²⟩: 0.754

ORCA input file:
```
! wB97M-V def2-TZVPD RIJCOSX def2/J DEFGRID3
* xyz 2 2
O -0.4501 0.1251 -1.6627
C -1.2158 0.7322 -0.8773
C -1.4058 0.3390 0.5963
N -2.7198 0.8479 1.0166
H -1.7840 1.5802 -1.3069
H -1.2606 -0.7521 0.6571
H -0.5986 0.8794 1.1120
H -3.4280 0.2530 0.5568
H -2.8541 0.5404 2.0095
C 2.2434 -1.0294 0.0709
C 1.6533 -1.4420 1.2266
N 1.9445 0.2725 -0.5223
H 2.8238 -1.5897 -0.6669
H 1.8427 -2.4295 1.6413
H 1.0437 -0.6981 1.7880
H 1.0004 0.2122 -1.0213
H 1.9666 1.0118 0.1772
H 2.6249 0.5507 -1.2037
*
```

*two*
Below is a gas-phase ion, C4H11N2O (charge +2), with properties calculated with the ωB97M-V functional and the def2-TZVPD basis.

Results
HOMO energy (alpha / beta), eV: -21.2 / -21.1
Gap between HOMO and LUMO (alpha / beta), Eh: 0.4803 / 0.2677
E_LUMO (alpha / beta), hartree: -0.298 / -0.509
⟨S²⟩: 0.755

ORCA input file:
```
! wB97M-V def2-TZVPD RIJCOSX def2/J DEFGRID3
* xyz 2 2
C 1.6560 -1.7361 0.7544
C 1.2938 -0.4430 0.0312
C -0.2397 -0.6339 -0.4973
C -1.2526 0.4938 -0.4726
N -2.4150 0.2124 -0.9580
O -1.0354 1.5804 0.1589
N 1.6135 0.7554 0.7735
H 2.6671 -1.7800 1.1618
H 1.0119 -1.9026 1.6261
H 1.5638 -2.6336 0.1338
H 1.8998 -0.3736 -0.9029
H -0.5692 -1.4097 0.1924
H -0.2037 -1.1256 -1.4709
H -3.0835 0.9785 -1.0390
H -2.6789 -0.7093 -1.2811
H 2.3212 1.2817 0.2390
H -0.2102 1.8116 0.6268
H 2.0407 0.5169 1.6817
*
```

The structure with the least stability is *one*.